# 1
A 2-piece molecular cluster, C9H15N3O2 overall. Source: the OMol25 dataset; level of theory: ωB97M-V with the def2-TZVPD basis set.

Results
- Kohn-Sham gap (Ha) = 0.312
- total energy (Eh) = -666.5820
- HOMO (eV) = -7.949

Structure (XYZ):
```
29
Properties=species:S:1:pos:R:3:forces:R:3
C 1.4336 -1.8134 1.4677 0.95 0.06 -0.10
C 1.1024 -1.1064 0.1853 1.85 -2.22 1.28
C 1.6710 2.1384 2.2912 -2.01 3.55 -1.78
C 2.6275 -2.6073 1.9018 -0.07 -3.15 1.58
C 1.9449 -1.5028 -0.9963 -0.45 5.50 0.41
C -3.7520 1.1228 0.7967 1.11 -1.00 0.35
C -2.5537 0.3208 0.2448 0.32 0.05 -0.49
C -1.5127 1.2385 -0.4955 -1.47 0.28 -1.41
C -0.3619 0.3652 -0.8661 -0.34 -0.46 -2.54
N 0.4782 -1.7405 2.3095 -2.89 0.71 1.12
N -0.5167 -1.5588 2.8344 1.34 -0.33 -0.16
N 0.1803 -0.2741 0.2427 -0.25 0.30 1.23
O 2.1012 1.3597 2.9699 1.98 -3.65 2.41
O 1.2029 3.0276 1.7121 -0.03 0.00 -0.68
H 2.3962 -3.8115 1.7202 0.88 2.94 0.46
H 2.9956 -2.5283 3.0560 -1.27 0.14 -2.79
H 3.4597 -2.3211 1.2965 0.71 -0.08 -0.33
H 1.3563 -1.6470 -1.8507 -0.71 -0.65 -1.27
H 2.7373 -2.1211 -0.8468 1.69 -2.33 0.53
H 2.4688 -0.4705 -1.1799 -0.66 -1.59 -0.20
H -4.6603 0.4964 0.9970 0.91 0.71 -0.02
H -3.8743 1.7633 -0.0496 -1.07 0.93 -0.16
H -3.3886 1.6850 1.6616 -0.62 0.10 0.01
H -1.8603 -0.2226 0.9701 -1.65 0.42 -0.69
H -3.0475 -0.3657 -0.4881 1.02 0.05 0.41
H -1.7893 1.8441 -1.4444 -0.48 -1.49 1.11
H -1.2101 2.0831 0.0853 0.47 0.24 1.21
H -0.7252 -0.4222 -1.6060 0.19 0.76 0.61
H 0.3560 0.9436 -1.4400 0.56 0.20 -0.07
```
Forces are in eV/Å.

***

# 2
An isolated molecule of ClH2O3PS. Source: the OMol25 dataset; level of theory: ωB97M-V with the def2-TZVPD basis set.

Results
- Kohn-Sham gap (Ha) = 0.258
- total energy (Eh) = -1426.5251
- HOMO (eV) = -7.717

Structure (XYZ):
```
8
Properties=species:S:1:pos:R:3:forces:R:3
O 0.3863 0.9477 -1.3751 -0.38 -0.10 0.04
O -0.4915 -1.5103 -0.7700 -0.07 -0.10 0.06
O 1.1490 0.3254 -0.3324 0.51 -0.13 0.09
P 0.5082 -1.0140 0.3515 -0.24 0.78 0.66
S -0.8390 0.5126 3.6659 0.42 0.00 0.52
Cl -1.0987 0.0874 1.7041 -0.15 -0.45 -1.38
H 1.0642 1.5059 -1.7868 0.04 -0.13 0.15
H -0.6785 -0.8547 -1.4571 -0.14 0.13 -0.15
```
Forces are in eV/Å.

***

# 3
C24H20Cl5MoN2O2S3 as an isolated structure. Source: the OMol25 dataset; level of theory: ωB97M-V with the def2-TZVPD basis set.

Results
- multiplicity = 3
- net charge = +1
- Kohn-Sham gap (spin up / spin down) (Ha) = 0.270 / 0.264
- <S²> = 2.025
- total energy (Eh) = -4750.0700
- HOMO (spin up / spin down) (eV) = -11.083 / -11.229

Structure (XYZ):
```
57
Properties=species:S:1:pos:R:3:forces:R:3
Mo 0.5904 -0.6958 -0.7532 0.55 0.48 -1.11
C -1.2196 -0.0784 3.2155 -0.01 -0.04 0.06
C -0.2194 -0.3710 2.1459 -0.12 -0.08 -0.09
N -0.6196 -0.5050 0.9084 -0.48 0.11 0.55
N -1.9946 -0.2941 0.7456 0.02 0.02 -0.01
C -2.3320 0.1574 -0.3956 0.30 0.13 -0.02
S -1.1379 0.5045 -1.6883 0.04 -0.32 0.29
S -4.0302 0.3729 -0.7450 -0.08 0.14 -0.05
C -3.9945 2.1337 -1.2835 0.11 -0.10 0.17
C -3.6473 3.0667 -0.1541 -0.01 -0.07 -0.04
C -2.3233 3.4252 0.0879 0.00 0.06 -0.02
C -1.9991 4.2422 1.1639 0.00 0.00 -0.01
C -2.9970 4.7097 2.0081 0.00 0.00 -0.01
C -4.3208 4.3649 1.7665 -0.02 -0.02 -0.03
C -4.6425 3.5489 0.6911 -0.01 -0.04 0.03
C 1.2006 -0.4559 2.4572 -0.08 -0.02 0.04
C 1.6046 -0.8778 3.7359 -0.02 -0.01 0.01
C 2.9328 -0.9512 4.0784 0.06 -0.01 0.02
C 3.8987 -0.5539 3.1526 0.02 -0.01 0.09
C 3.5280 -0.1212 1.8992 0.15 0.16 -0.14
C 2.1870 -0.0854 1.5266 -0.13 0.06 0.01
O 1.8770 0.3123 0.2711 -0.05 -0.34 0.12
H -1.6947 0.8796 2.9975 0.01 0.02 0.00
H -0.7589 -0.0269 4.1951 -0.02 0.02 -0.02
H -2.0184 -0.8201 3.2021 0.01 0.01 0.01
H -5.0060 2.2977 -1.6494 -0.02 0.04 -0.03
H -3.3066 2.2253 -2.1223 -0.02 0.03 -0.03
H -1.5409 3.0802 -0.5802 -0.04 0.03 0.05
H -0.9666 4.5261 1.3348 -0.06 -0.02 -0.01
H -2.7465 5.3522 2.8436 -0.01 -0.03 -0.04
H -5.1057 4.7361 2.4143 0.04 -0.02 -0.03
H -5.6772 3.2780 0.5066 0.05 0.02 0.03
H 0.8547 -1.1801 4.4539 0.04 -0.01 -0.01
H 3.2231 -1.3063 5.0590 -0.01 0.03 -0.06
H 4.9480 -0.5884 3.4183 -0.04 0.01 -0.02
H 4.2671 0.2014 1.1764 -0.01 -0.04 0.01
Cl -2.2711 -2.8482 -1.5786 0.05 0.02 0.06
C -0.7344 -3.5851 -1.2876 -0.10 0.09 -0.08
C 0.3838 -2.7895 -1.0385 0.09 -0.25 0.15
C 1.5799 -3.4701 -0.8548 -0.03 0.10 -0.04
Cl 2.9640 -2.4789 -0.4866 0.05 -0.05 0.07
C 1.7192 -4.8455 -0.9238 0.13 -0.02 0.03
Cl 3.2536 -5.5804 -0.7147 -0.02 -0.01 0.01
C 0.5816 -5.6097 -1.1640 -0.08 -0.01 -0.01
Cl 0.6996 -7.3129 -1.2390 0.00 -0.02 0.00
C -0.6511 -4.9767 -1.3406 -0.02 0.00 -0.01
Cl -2.0547 -5.9202 -1.6179 0.01 -0.01 -0.02
C 3.9683 0.6294 -3.3261 0.06 -0.01 -0.02
S 2.2019 0.8024 -3.2200 -0.07 0.09 0.13
C 1.7884 0.5761 -4.9353 0.02 -0.05 -0.01
O 1.7445 -0.5097 -2.5641 -0.18 0.00 0.05
H 4.3586 1.4659 -3.9102 -0.02 -0.08 0.05
H 4.1964 -0.3281 -3.7950 0.03 0.05 0.03
H 4.3604 0.6688 -2.3108 -0.02 0.00 -0.04
H 2.1387 1.4459 -5.4937 -0.02 -0.06 0.03
H 0.7038 0.5052 -4.9942 0.01 0.02 -0.02
H 2.2557 -0.3424 -5.2885 -0.04 0.02 -0.04
```
Forces are in eV/Å.

***

# 4
An isolated molecule of C4H9N3S. Source: the OMol25 dataset; level of theory: ωB97M-V with the def2-TZVPD basis set.

Results
- Kohn-Sham gap (Ha) = 0.327
- structure (SMILES) = [H]/N=C(/CN)N(S)C=C
- total energy (Eh) = -720.1241
- HOMO (eV) = -8.641

Structure (XYZ):
```
17
Properties=species:S:1:pos:R:3:forces:R:3
C -1.0893 -0.4011 1.3484 -1.46 2.10 1.73
C -0.4889 0.4052 0.2582 2.52 0.16 -0.71
C 0.7278 -0.1752 -1.8731 -1.69 2.25 1.69
C 1.7911 -0.7044 -2.4587 0.32 0.33 -0.19
H -2.6363 0.9720 1.3523 1.78 -1.55 2.44
H -1.5638 1.3130 2.6036 -0.28 -2.17 -1.25
H -1.6610 -1.1551 0.8081 -0.06 -0.50 0.59
H -0.3529 -0.8273 2.0643 -0.71 0.25 -0.89
H -0.1004 2.3503 -0.4681 -1.16 -2.46 0.58
H 2.0187 -0.6939 1.5175 -1.36 -1.92 -2.23
H -0.0537 0.6884 -2.2574 2.29 -2.51 0.85
H 2.2570 -1.4399 -1.7307 0.30 0.87 -1.73
H 2.1751 -0.2994 -3.4671 -0.69 -1.31 1.81
N -1.9975 0.4488 2.1215 -2.35 2.69 -1.03
N -0.7059 1.6553 0.0960 0.96 0.49 -0.33
N 0.4100 -0.4776 -0.4284 0.29 0.76 -2.09
S 1.2699 -1.6589 0.5136 1.30 2.51 0.75
```
Forces are in eV/Å.

***

# 5
A 3-piece molecular cluster, C7H19N overall. Source: the OMol25 dataset; level of theory: ωB97M-V with the def2-TZVPD basis set.

Results
- Kohn-Sham gap (spin up / spin down) (Ha) = 0.315 / 0.226
- total energy (Eh) = -332.6578
- HOMO (spin up / spin down) (eV) = -7.745 / -6.536

Structure (XYZ):
```
27
Properties=species:S:1:pos:R:3:forces:R:3
C 1.6190 -0.4795 0.6035 -0.19 0.19 0.15
C 0.2270 1.0475 -0.4882 -0.27 0.36 -0.19
C 2.9471 0.1143 0.3059 0.07 0.04 -0.01
C 1.2643 -1.8160 0.1043 -0.42 -0.25 0.00
C 0.2035 2.1872 0.5242 0.00 -0.14 0.03
H 1.1762 -0.2027 1.5548 -0.03 0.02 -0.02
H -0.5614 1.2219 -1.2372 -0.32 0.05 0.05
H 1.1042 1.1025 -1.1294 0.25 -0.35 0.22
H 3.7159 -0.3696 0.9257 -0.06 0.02 -0.05
H 0.1669 -1.8569 -0.0150 0.38 -0.12 -0.06
H 1.7764 -2.0672 -0.8256 0.00 0.00 0.02
H 3.2304 -0.0438 -0.7370 -0.01 0.01 0.01
H 2.9866 1.1819 0.5287 -0.01 -0.02 -0.02
H 1.4875 -2.5837 0.8588 0.12 0.03 -0.08
H 1.0821 2.1969 1.1717 0.01 -0.06 -0.03
H 0.1667 3.1564 0.0196 -0.03 -0.04 0.03
H -0.6695 2.1142 1.1737 -0.02 0.05 -0.02
C -2.0998 -1.1019 -1.3650 0.08 0.12 -0.16
C -2.5625 -0.0345 0.6989 -0.12 0.15 0.03
N -1.6637 -0.9125 -0.0071 0.45 0.45 0.15
H -0.4433 0.0145 -0.1241 -0.08 -0.44 -0.11
H -3.1232 -1.5057 -1.4048 0.09 0.05 0.09
H -2.6715 0.9635 0.2262 0.00 -0.12 0.02
H -1.4430 -1.8067 -1.8819 -0.01 0.03 0.02
H -2.1189 -0.1636 -1.9587 -0.01 -0.06 0.08
H -3.5745 -0.4670 0.7509 0.11 0.02 -0.07
H -2.2225 0.1104 1.7270 0.02 0.01 -0.04
```
Forces are in eV/Å.

***

# 6
C37H50BBr2CsN8 as an isolated structure. Source: the OMol25 dataset; level of theory: ωB97M-V with the def2-TZVPD basis set.

Results
- Kohn-Sham gap (Ha) = 0.279
- total energy (Eh) = -7071.1572
- HOMO (eV) = -7.805

Structure (XYZ):
```
99
Properties=species:S:1:pos:R:3:forces:R:3
Cs 1.5550 0.0767 -1.5784 0.13 -0.15 -0.11
C -2.0151 -1.2830 2.1001 0.01 0.03 0.00
C -1.9202 -1.5193 0.6300 0.09 0.01 -0.04
C -2.1502 -2.6893 -0.0667 -0.04 -0.01 -0.04
C -1.8577 -2.3795 -1.4108 0.05 -0.02 0.09
N -1.4827 -1.1142 -1.5158 -0.01 0.15 -0.05
N -1.5319 -0.5827 -0.2663 -0.14 -0.02 0.02
B -1.3530 0.9543 -0.1149 -0.13 0.02 0.05
N -0.6152 1.2211 1.2252 -0.04 0.06 0.01
N 0.6468 0.7257 1.3022 0.07 0.02 0.01
C 1.1084 1.0375 2.5080 -0.07 0.04 -0.02
C 0.1320 1.7451 3.2266 0.01 -0.03 0.02
C -0.9539 1.8414 2.3734 0.03 -0.02 0.03
C -2.2710 2.4858 2.6548 -0.01 -0.03 -0.01
C 2.4948 0.6203 2.9453 0.02 -0.01 0.00
C 2.5566 -0.9089 3.0357 -0.01 0.02 -0.01
C 3.5436 1.1178 1.9431 0.01 0.06 -0.03
C 2.8125 1.2132 4.3182 0.00 0.00 -0.01
N -2.6770 1.7353 -0.2213 0.01 0.01 -0.01
N -2.5220 3.0709 -0.4013 -0.06 0.01 0.00
C -3.7368 3.5841 -0.5120 0.09 -0.03 0.03
C -4.7055 2.5686 -0.4173 0.00 -0.02 -0.03
C -3.9885 1.4010 -0.2440 0.00 0.01 0.03
C -4.5393 0.0142 -0.1549 0.03 0.01 0.00
C -3.9128 5.0720 -0.7061 -0.02 0.04 -0.01
C -3.0998 5.5256 -1.9233 -0.01 0.00 0.00
C -5.3877 5.4052 -0.9263 0.01 0.01 0.01
C -3.4049 5.8056 0.5412 0.00 -0.02 -0.01
C -1.9148 -3.2621 -2.6352 0.00 -0.02 -0.02
C -1.9566 -4.7333 -2.2221 -0.01 0.01 0.00
C -3.1770 -2.9181 -3.4357 0.00 0.01 -0.01
C -0.6802 -3.0146 -3.5089 -0.02 0.01 0.02
H -2.3778 -2.1864 2.5893 0.00 -0.01 0.00
H -1.0393 -1.0239 2.5160 0.00 0.00 0.02
H -2.6979 -0.4676 2.3422 0.00 0.01 0.00
H -2.4746 -3.6289 0.3505 0.01 0.00 0.01
H -0.6814 1.3531 -1.0302 -0.01 -0.03 0.05
H 0.1913 2.1424 4.2259 -0.01 0.00 0.00
H -2.2795 2.8373 3.6858 0.00 0.00 0.00
H -2.4499 3.3285 1.9897 -0.01 0.01 0.00
H -3.1038 1.7923 2.5231 0.00 0.01 -0.01
H 2.3099 -1.3521 2.0728 -0.01 -0.01 -0.01
H 3.5574 -1.2381 3.3314 0.00 0.00 0.00
H 1.8404 -1.2780 3.7733 0.00 0.00 0.00
H 3.3568 0.7489 0.9331 -0.05 -0.08 0.06
H 3.5489 2.2095 1.9042 -0.01 0.00 0.00
H 4.5406 0.7825 2.2432 0.01 0.00 0.00
H 2.1069 0.8600 5.0722 0.00 0.00 0.00
H 3.8162 0.9153 4.6293 0.00 0.00 0.00
H 2.7718 2.3037 4.2961 0.00 0.00 0.00
H -5.7770 2.6500 -0.4931 0.00 0.00 -0.01
H -5.6071 0.0549 -0.3672 0.00 -0.02 0.00
H -4.0704 -0.6559 -0.8758 -0.01 0.00 -0.02
H -4.4143 -0.4270 0.8347 0.00 0.01 0.01
H -3.4544 5.0272 -2.8280 0.01 0.00 0.00
H -3.1936 6.6056 -2.0645 0.00 0.00 0.00
H -2.0475 5.2767 -1.7882 0.00 0.00 0.00
H -5.7792 4.8934 -1.8076 0.00 0.00 0.00
H -5.9916 5.1121 -0.0652 0.00 0.00 0.00
H -5.5099 6.4803 -1.0745 -0.01 0.00 0.00
H -2.3528 5.5737 0.7111 0.00 0.00 0.01
H -3.5109 6.8872 0.4235 0.00 0.00 -0.01
H -3.9707 5.5004 1.4243 0.01 0.00 0.01
H -2.8447 -4.9527 -1.6266 0.00 0.00 0.00
H -1.9821 -5.3711 -3.1079 0.00 0.00 0.00
H -1.0759 -5.0013 -1.6336 0.01 -0.01 0.00
H -4.0732 -3.0887 -2.8358 0.00 0.00 0.00
H -3.1604 -1.8682 -3.7310 -0.01 0.00 0.00
H -3.2436 -3.5349 -4.3355 0.00 0.00 0.00
H 0.2377 -3.2425 -2.9599 0.00 -0.01 0.00
H -0.7140 -3.6495 -4.3973 0.01 0.00 -0.01
H -0.6419 -1.9724 -3.8271 0.01 0.00 -0.01
Br 2.4917 0.8021 -5.3059 -0.01 0.01 0.01
C 2.2074 2.6293 -4.7642 0.00 0.00 0.00
Br 3.2706 3.1304 -3.2374 0.01 0.01 0.01
H 1.1646 2.7472 -4.4993 0.00 -0.01 0.00
H 2.4881 3.2695 -5.5893 0.00 0.00 0.00
C 6.8793 -0.7186 -0.9764 -0.02 0.02 -0.01
C 5.5605 -0.3664 -1.2997 0.05 -0.01 0.02
N 4.5082 -1.0649 -0.9372 -0.03 -0.02 -0.03
C 4.7026 -2.1852 -0.2105 -0.01 0.01 -0.03
C 5.9827 -2.6205 0.1716 -0.04 -0.02 0.01
C 7.0851 -1.8515 -0.2365 0.02 0.00 0.00
C 6.1343 -3.8103 0.9608 0.02 0.01 0.00
C 5.0583 -4.5189 1.3537 0.01 0.00 0.01
C 3.7334 -4.1073 0.9874 -0.02 0.03 0.01
C 2.5886 -4.8121 1.4019 0.03 0.00 0.00
C 1.3509 -4.3643 1.0291 -0.05 0.04 0.01
C 1.2676 -3.2115 0.2324 0.09 -0.03 0.04
N 2.3213 -2.5369 -0.1715 0.01 -0.01 -0.09
C 3.5435 -2.9614 0.1997 0.05 -0.01 0.04
H 7.7009 -0.0993 -1.3084 0.01 -0.01 0.01
H 5.3689 0.5310 -1.8810 -0.01 0.00 -0.01
H 8.0843 -2.1645 0.0418 0.00 0.00 0.00
H 7.1348 -4.1198 1.2371 0.00 0.00 0.00
H 5.1720 -5.4118 1.9563 0.00 0.00 0.00
H 2.7046 -5.6964 2.0173 -0.01 -0.01 0.00
H 0.4436 -4.8680 1.3339 0.01 -0.01 0.01
H 0.2981 -2.8318 -0.0714 -0.03 0.00 -0.03
```
Forces are in eV/Å.